The following is a DFT calculation (the ωB97M-V functional and the def2-TZVPD basis) of 7 unconnected molecules or ions with the total composition C63H133N7O7 in a non-equilibrium geometry.

Bonds (Å) are listed after each position.
Element x y z (Å)
1 O 4.520 -0.929 2.219  N14 1.409, H151 0.971
2 O 0.487 -6.510 -2.394  N10 1.420, H107 0.963
3 O -1.940 5.865 -0.102  N11 1.403, H148 0.962
4 O -3.011 -5.882 -2.170  N9 1.424, H116 0.970
5 O -0.975 -0.918 -0.084  N12 1.424, H130 0.962
6 O -4.801 0.893 -7.295  N13 1.433, H112 0.962
7 O 4.788 0.872 5.684  N8 1.431, H89 0.962
8 N 4.885 2.300 5.693  O7 1.431, C15 1.480, C53 1.476
9 N -3.932 -4.832 -2.450  O4 1.424, C22 1.472, C41 1.463
10 N 0.920 -6.444 -1.043  O2 1.420, C17 1.463, C62 1.448
11 N -3.059 6.186 0.683  O3 1.403, C71 1.438, C76 1.444
12 N -0.839 0.470 0.199  O5 1.424, C49 1.444, C50 1.477
13 N -5.328 1.751 -6.275  O6 1.433, C36 1.473, C37 1.462
14 N 5.130 -2.180 1.997  O1 1.409, C23 1.476, C33 1.443
15 C 5.026 2.736 4.286  N8 1.480, C31 1.522, C55 1.521, C75 1.526
16 C -4.816 3.901 -7.579  C37 1.536, H119 1.092, H156 1.092, H190 1.090
17 C 0.934 -7.755 -0.394  N10 1.463, C58 1.518, C67 1.544, C74 1.529
18 C -0.951 2.703 -0.805  C50 1.531, C66 1.537, H164 1.097, H174 1.090
19 C -3.003 2.221 -5.316  C36 1.527, H166 1.087, H181 1.091, H182 1.092
20 C -5.573 -5.721 -0.863  C22 1.516, H85 1.092, H106 1.091, H127 1.088
21 C 6.084 4.796 5.320  C55 1.531, C68 1.537, H124 1.095, H150 1.097
22 C -4.726 -4.524 -1.250  N9 1.472, C20 1.516, C43 1.530, C69 1.539
23 C 5.370 -2.973 3.218  N14 1.476, C35 1.528, C59 1.537, C70 1.522
24 C 3.324 -5.654 -1.448  C62 1.537, H97 1.096, H172 1.095, H207 1.089
25 C 2.071 -5.228 0.656  C27 1.532, C62 1.523, H91 1.098, H183 1.097
26 C -6.521 3.755 -5.709  C37 1.528, C40 1.534, H92 1.093, H202 1.093
27 C 2.269 -6.536 1.428  C25 1.532, C67 1.531, H96 1.090, H187 1.099
28 C -1.819 7.464 2.399  C76 1.535, H78 1.096, H90 1.097, H199 1.092
29 C 1.675 0.328 0.658  C49 1.525, H95 1.091, H142 1.086, H163 1.097
30 C -5.288 7.235 0.733  C65 1.518, C71 1.532, H161 1.092, H192 1.099
31 C 6.233 2.182 3.543  C15 1.522, H143 1.096, H154 1.092, H204 1.093
32 C -4.497 -2.895 -3.755  C41 1.536, C57 1.507, H102 1.093, H167 1.099
33 C 6.091 -2.130 0.922  N14 1.443, C45 1.544, C46 1.563, C56 1.528
34 C 1.434 -4.124 -1.474  C62 1.524, H117 1.090, H126 1.093, H189 1.094
35 C 5.520 -4.410 2.720  C23 1.528, C73 1.540, H108 1.104, H123 1.089
36 C -4.443 1.763 -5.097  N13 1.473, C19 1.527, C60 1.531, C72 1.529
37 C -5.824 3.004 -6.843  N13 1.462, C16 1.536, C26 1.528, C42 1.537
38 C 5.244 2.274 8.082  C53 1.551, H87 1.094, H109 1.088, H110 1.091
39 C -2.437 0.910 -1.536  C50 1.528, H137 1.092, H158 1.092, H159 1.088
40 C -5.582 4.004 -4.522  C26 1.534, C72 1.519, H83 1.090, H180 1.091
41 C -3.379 -3.895 -3.428  N9 1.463, C32 1.536, C44 1.531, C51 1.531
42 C -6.887 2.638 -7.892  C37 1.537, H149 1.088, H177 1.100, H206 1.086
43 C -5.689 -3.414 -1.678  C22 1.530, C57 1.526, H111 1.092, H210 1.105
44 C -2.152 -3.115 -2.948  C41 1.531, H99 1.088, H120 1.094, H176 1.096
45 C 6.875 -3.459 0.891  C33 1.544, C73 1.530, H115 1.095, H165 1.095
46 C 7.146 -0.987 1.080  C33 1.563, H84 1.089, H134 1.090, H171 1.093
47 C -3.400 8.272 -0.590  C71 1.539, H121 1.092, H136 1.089, H198 1.094
48 C -0.009 0.121 2.484  C49 1.535, H122 1.089, H139 1.093, H185 1.098
49 C 0.266 0.715 1.096  N12 1.444, C29 1.525, C48 1.535, C61 1.531
50 C -1.009 1.197 -1.076  N12 1.477, C18 1.531, C39 1.528, C63 1.523
51 C -3.008 -4.685 -4.686  C41 1.531, H81 1.084, H93 1.089, H100 1.094
52 C -4.087 6.608 2.854  C65 1.539, C76 1.524, H80 1.095, H157 1.093
53 C 5.870 2.685 6.724  N8 1.476, C38 1.551, C54 1.530, C68 1.527
54 C 7.227 1.992 6.587  C53 1.530, H105 1.098, H114 1.092, H179 1.083
55 C 5.060 4.256 4.318  C15 1.521, C21 1.531, H101 1.090, H170 1.098
56 C 5.415 -1.975 -0.439  C33 1.528, H144 1.096, H191 1.097, H201 1.086
57 C -5.135 -2.280 -2.536  C32 1.507, C43 1.526, H169 1.093, H197 1.090
58 C 2.033 -8.640 -0.954  C17 1.518, H146 1.085, H155 1.098, H162 1.089
59 C 6.578 -2.485 4.032  C23 1.537, H94 1.096, H129 1.099, H209 1.086
60 C -4.413 0.329 -4.564  C36 1.531, H104 1.091, H133 1.091, H135 1.094
61 C 0.260 2.225 1.348  C49 1.531, C66 1.533, H128 1.095, H147 1.097
62 C 1.928 -5.423 -0.847  N10 1.448, C24 1.537, C25 1.523, C34 1.524
63 C 0.055 0.857 -2.112  C50 1.523, H86 1.096, H184 1.096, H208 1.089
64 C -2.210 5.037 2.655  C76 1.517, H79 1.096, H140 1.095, H152 1.093
65 C -5.002 7.637 2.168  C30 1.518, C52 1.539, H103 1.089, H138 1.093
66 C 0.207 3.130 0.112  C18 1.537, C61 1.533, H118 1.094, H194 1.092
67 C 1.141 -7.524 1.119  C17 1.544, C27 1.531, H145 1.090, H186 1.095
68 C 5.988 4.207 6.736  C21 1.537, C53 1.527, H160 1.091, H193 1.091
69 C -3.872 -4.045 -0.063  C22 1.539, H141 1.101, H173 1.089, H175 1.087
70 C 4.121 -2.895 4.085  C23 1.522, H131 1.092, H200 1.096, H205 1.088
71 C -4.011 6.960 -0.067  N11 1.438, C30 1.532, C47 1.539, C77 1.549
72 C -5.124 2.637 -4.043  C36 1.529, C40 1.519, H88 1.099, H188 1.096
73 C 6.051 -4.682 1.300  C35 1.540, C45 1.530, H98 1.085, H113 1.095
74 C -0.463 -8.369 -0.486  C17 1.529, H153 1.093, H168 1.095, H196 1.086
75 C 3.751 2.298 3.569  C15 1.526, H82 1.093, H132 1.095, H195 1.089
76 C -2.796 6.320 2.096  N11 1.444, C28 1.535, C52 1.524, C64 1.517
77 C -4.525 6.120 -1.263  C71 1.549, H125 1.087, H178 1.094, H203 1.091
78 H -0.872 7.351 1.860  C28 1.096
79 H -1.972 5.137 3.720  C64 1.096
80 H -3.901 7.119 3.804  C52 1.095
81 H -2.178 -5.358 -4.499  C51 1.084
82 H 2.853 2.811 3.924  C75 1.093
83 H -6.155 4.480 -3.727  C40 1.090
84 H 8.167 -1.365 1.100  C46 1.089
85 H -4.977 -6.633 -0.787  C20 1.092
86 H 0.371 -0.190 -2.045  C63 1.096
87 H 5.832 1.448 8.493  C38 1.094
88 H -4.470 2.706 -3.163  C72 1.099
89 H 3.889 0.712 5.986  O7 0.962
90 H -1.474 7.546 3.437  C28 1.097
91 H 1.226 -4.670 1.081  C25 1.098
92 H -7.376 3.163 -5.375  C26 1.093
93 H -3.879 -5.222 -5.059  C51 1.089
94 H 7.499 -2.968 3.684  C59 1.096
95 H 1.807 -0.701 0.320  C29 1.091
96 H 2.417 -6.333 2.489  C27 1.090
97 H 3.920 -4.738 -1.525  C24 1.096
98 H 6.654 -5.565 1.113  C73 1.085
99 H -2.315 -2.676 -1.966  C44 1.088
100 H -2.738 -3.913 -5.413  C51 1.094
101 H 4.093 4.744 4.440  C55 1.090
102 H -4.113 -2.213 -4.518  C32 1.093
103 H -5.901 7.770 2.767  C65 1.089
104 H -4.172 -0.423 -5.317  C60 1.091
105 H 7.064 0.908 6.532  C54 1.098
106 H -6.028 -5.544 0.112  C20 1.091
107 H -0.471 -6.441 -2.327  O2 0.963
108 H 6.333 -4.872 3.305  C35 1.104
109 H 5.157 3.047 8.842  C38 1.088
110 H 4.246 1.850 7.959  C38 1.091
111 H -6.668 -3.748 -2.026  C43 1.092
112 H -5.300 0.092 -7.109  O6 0.962
113 H 5.140 -4.681 0.692  C73 1.095
114 H 7.745 1.994 7.548  C54 1.092
115 H 7.254 -3.628 -0.122  C45 1.095
116 H -2.456 -5.585 -1.431  O4 0.970
117 H 1.877 -3.203 -1.094  C34 1.090
118 H 1.173 3.103 -0.400  C66 1.094
119 H -3.866 4.045 -7.062  C16 1.092
120 H -1.833 -2.347 -3.659  C44 1.094
121 H -2.374 8.071 -0.905  C47 1.092
122 H -1.006 0.259 2.900  C48 1.089
123 H 4.631 -5.011 2.910  C35 1.089
124 H 6.036 5.888 5.396  C21 1.095
125 H -5.409 6.567 -1.711  C77 1.087
126 H 1.589 -4.155 -2.555  C34 1.093
127 H -6.347 -5.919 -1.602  C20 1.088
128 H -0.545 2.521 2.028  C61 1.095
129 H 6.556 -2.988 5.009  C59 1.099
130 H -1.779 -1.154 0.389  O5 0.962
131 H 3.914 -1.859 4.362  C70 1.092
132 H 3.846 2.594 2.518  C75 1.095
133 H -3.683 0.172 -3.768  C60 1.091
134 H 7.065 -0.214 0.315  C46 1.090
135 H -5.397 0.069 -4.163  C60 1.094
136 H -3.413 9.091 0.127  C47 1.089
137 H -2.592 1.421 -2.489  C39 1.092
138 H -4.449 8.578 2.114  C65 1.093
139 H 0.726 0.495 3.200  C48 1.093
140 H -1.237 4.759 2.237  C64 1.095
141 H -3.011 -4.723 0.044  C69 1.101
142 H 2.467 0.643 1.332  C29 1.086
143 H 7.134 2.754 3.792  C31 1.096
144 H 4.559 -1.295 -0.369  C56 1.096
145 H 1.319 -8.493 1.585  C67 1.090
146 H 3.028 -8.274 -0.723  C58 1.085
147 H 1.168 2.556 1.868  C61 1.097
148 H -1.842 4.910 -0.051  O3 0.962
149 H -6.657 1.701 -8.394  C42 1.088
150 H 7.097 4.670 4.917  C21 1.097
151 H 5.121 -0.470 2.828  O1 0.971
152 H -2.881 4.177 2.600  C64 1.093
153 H -0.442 -9.383 -0.077  C74 1.093
154 H 6.205 2.252 2.453  C31 1.092
155 H 1.885 -9.621 -0.483  C58 1.098
156 H -5.118 4.945 -7.680  C16 1.092
157 H -4.620 5.688 3.109  C52 1.093
158 H -2.590 -0.150 -1.748  C39 1.092
159 H -3.143 1.242 -0.778  C39 1.088
160 H 5.120 4.670 7.207  C68 1.091
161 H -6.073 6.481 0.646  C30 1.092
162 H 1.962 -8.802 -2.028  C58 1.089
163 H 1.876 0.891 -0.261  C29 1.097
164 H -1.838 2.969 -0.217  C18 1.097
165 H 7.779 -3.409 1.506  C45 1.095
166 H -2.967 3.255 -5.650  C19 1.087
167 H -5.234 -3.521 -4.279  C32 1.099
168 H -0.773 -8.565 -1.518  C74 1.095
169 H -4.443 -1.696 -1.924  C57 1.093
170 H 5.459 4.640 3.371  C55 1.098
171 H 6.985 -0.467 2.028  C46 1.093
172 H 3.278 -5.920 -2.509  C24 1.095
173 H -4.383 -4.245 0.877  C69 1.089
174 H -0.834 3.254 -1.739  C18 1.090
175 H -3.432 -3.060 -0.199  C69 1.087
176 H -1.248 -3.735 -2.947  C44 1.096
177 H -7.803 2.353 -7.354  C42 1.100
178 H -3.763 6.032 -2.043  C77 1.094
179 H 7.766 2.306 5.701  C54 1.083
180 H -4.756 4.630 -4.865  C40 1.091
181 H -2.475 1.635 -6.071  C19 1.091
182 H -2.409 2.195 -4.400  C19 1.092
183 H 2.916 -4.579 0.917  C25 1.097
184 H -0.293 0.919 -3.150  C63 1.096
185 H 0.201 -0.956 2.437  C48 1.098
186 H 0.270 -7.021 1.552  C67 1.095
187 H 3.194 -7.006 1.068  C27 1.099
188 H -5.961 2.089 -3.594  C72 1.096
189 H 0.350 -4.006 -1.374  C34 1.094
190 H -4.538 3.449 -8.531  C16 1.090
191 H 4.909 -2.909 -0.714  C56 1.097
192 H -5.756 8.099 0.241  C30 1.099
193 H 6.906 4.544 7.220  C68 1.091
194 H 0.075 4.157 0.455  C66 1.092
195 H 3.558 1.227 3.591  C75 1.089
196 H -1.178 -7.726 0.020  C74 1.086
197 H -5.987 -1.664 -2.825  C57 1.090
198 H -3.885 8.580 -1.521  C47 1.094
199 H -2.214 8.457 2.177  C28 1.092
200 H 3.222 -3.155 3.513  C70 1.096
201 H 6.089 -1.693 -1.242  C56 1.086
202 H -6.927 4.698 -6.085  C26 1.093
203 H -4.691 5.121 -0.857  C77 1.091
204 H 6.496 1.151 3.793  C31 1.093
205 H 4.154 -3.542 4.958  C70 1.088
206 H -7.147 3.415 -8.605  C42 1.086
207 H 3.948 -6.338 -0.873  C24 1.089
208 H 0.960 1.458 -2.043  C63 1.089
209 H 6.693 -1.411 4.151  C59 1.086
210 H -6.006 -2.908 -0.749  C43 1.105

The HOMO energy is -8.0 eV. The value obtained for the energy relative to the best compared isomer or geometry (same formula, charge and spin) is 2.160 eV. For the electronic energy, the calculation gives -3389.83980 hartree. The value obtained for the frontier orbital gap is 0.3126 Ha. The value obtained for the LUMO energy is 0.46 eV.

Atom charges from the Löwdin analysis, given in e for atoms 1 to 2:
1 O -0.02
2 O -0.01